# 1
85
Properties=species:S:1:pos:R:3 method="wB97M-V/def2-TZVPD" e_tot_ha=-2092.4528 molar_mass_g_mol=557.5 multiplicity=3 fmax_ev_per_a=2.65 total_charge=+1 s_squared=2.01 e_homo_ha="-0.382 / -0.414" e_lumo_ev="-4.551 / -4.556"
C 2.176 0.614 -0.303
B 2.247 -0.949 -0.471
O 2.911 -1.725 0.405
C 1.483 -1.661 -1.682
C 0.318 -2.366 -1.433
C -0.238 -2.507 -0.037
O -1.043 -1.679 0.329
O 0.093 -3.546 0.739
C -0.366 -2.977 -2.453
C 0.106 -2.845 -3.712
N 1.222 -2.174 -3.931
C 1.937 -1.592 -2.955
P 3.461 -0.751 -3.501
N 3.121 0.682 -3.919
O 3.981 -1.651 -4.725
O 4.578 -0.857 -2.360
H 1.315 0.962 -0.882
H 2.001 0.928 0.730
H 3.042 1.140 -0.708
H 3.360 -1.162 1.046
H 0.858 -4.020 0.386
H -1.267 -3.558 -2.311
H -0.404 -3.277 -4.558
H 1.543 -2.093 -4.891
H 3.640 1.386 -3.411
H 3.962 -2.581 -4.443
H 5.143 -0.078 -2.441
C -6.105 -0.563 -2.024
C -4.717 -1.243 -2.190
C -3.552 -0.270 -1.962
C -3.178 0.628 -3.140
C -3.059 -0.191 -4.423
C -4.316 -1.013 -4.696
N -4.652 -1.892 -3.534
O -3.790 -2.861 -3.490
C -5.458 -0.037 -5.041
C -4.137 -1.840 -5.967
C -4.667 -2.247 -1.036
H -6.655 -0.464 -2.954
H -6.762 -1.164 -1.396
H -6.024 0.427 -1.573
H -2.663 -0.857 -1.707
H -3.757 0.351 -1.089
H -3.907 1.434 -3.252
H -2.222 1.117 -2.937
H -2.866 0.476 -5.265
H -2.186 -0.852 -4.349
H -6.388 -0.572 -5.235
H -5.206 0.523 -5.942
H -5.646 0.709 -4.273
H -3.272 -2.501 -5.921
H -3.993 -1.181 -6.823
H -5.022 -2.448 -6.162
H -5.404 -3.040 -1.168
H -4.887 -1.732 -0.102
H -3.686 -2.709 -0.925
C 1.328 1.934 6.843
C 1.788 1.295 5.503
C 3.086 0.484 5.657
C 4.384 1.289 5.649
C 4.402 2.273 4.482
C 3.166 3.172 4.477
N 1.904 2.369 4.471
O 1.755 1.841 3.298
C 3.256 4.108 5.698
C 3.209 4.118 3.279
C 0.686 0.282 5.184
H 1.417 3.016 6.862
H 0.266 1.758 7.017
H 1.878 1.536 7.697
H 3.150 -0.234 4.831
H 3.034 -0.114 6.568
H 4.518 1.808 6.602
H 5.232 0.607 5.559
H 5.302 2.889 4.537
H 4.470 1.716 3.541
H 2.391 4.769 5.753
H 4.145 4.734 5.619
H 3.348 3.585 6.647
H 3.277 3.589 2.328
H 4.080 4.768 3.348
H 2.322 4.753 3.254
H -0.259 0.779 4.965
H 0.535 -0.368 6.046
H 0.939 -0.358 4.338

=====

# 2
81
Properties=species:S:1:pos:R:3 method="wB97M-V/def2-TZVPD" e_tot_ha=-7019.7461 molar_mass_g_mol=764.5 multiplicity=1 fmax_ev_per_a=1.56 relative_energy_ev=0.0000 total_charge=+1 e_homo_ha=-0.378 e_lumo_ev=-3.139
O -0.610 -1.392 -0.339
O -2.327 -0.499 -3.221
C 0.307 -2.440 -0.912
C 0.706 -3.434 0.148
H 1.163 -1.850 -1.288
H -0.232 -2.848 -1.772
H 0.900 -2.969 1.118
H 1.622 -3.963 -0.135
H -0.093 -4.174 0.259
C -1.846 -1.896 0.301
C -2.629 -2.828 -0.600
H -2.425 -0.988 0.538
H -1.573 -2.393 1.242
H -2.838 -2.344 -1.557
H -3.565 -3.089 -0.098
H -2.108 -3.777 -0.773
C -3.343 0.487 -3.458
C -2.136 -1.393 -4.332
C -4.602 0.253 -2.637
H -3.631 0.516 -4.529
H -2.893 1.452 -3.200
H -5.090 -0.691 -2.911
H -5.316 1.056 -2.848
H -4.382 0.265 -1.563
C -3.351 -2.268 -4.614
H -1.256 -2.001 -4.084
H -1.892 -0.797 -5.237
H -3.722 -2.742 -3.699
H -3.081 -3.051 -5.330
H -4.156 -1.689 -5.074
H -0.720 0.124 -1.756
La 0.138 0.515 1.026
C -0.161 1.110 -1.720
Si 0.493 1.564 -3.435
H -0.823 1.908 -1.333
H 0.803 1.026 -1.127
C 1.304 0.095 -4.303
C 1.795 2.893 -3.159
C -0.663 2.331 -4.715
C 2.461 -0.018 0.760
Si 3.585 1.025 1.820
H 2.817 -0.060 -0.282
H 2.485 -1.068 1.143
C 4.272 2.449 0.797
C 5.045 0.050 2.494
C 2.701 1.744 3.330
H 0.001 2.677 -5.533
H -1.184 3.210 -4.316
H -1.396 1.642 -5.140
H 2.188 -0.253 -3.753
H 1.638 0.444 -5.296
H 0.623 -0.751 -4.454
H 2.421 2.711 -2.274
H 1.305 3.873 -3.053
H 2.437 2.921 -4.052
H 5.417 -0.683 1.765
H 4.779 -0.490 3.415
H 5.865 0.743 2.732
H 2.306 0.970 4.007
H 1.886 2.447 3.091
H 3.465 2.311 3.885
H 5.128 2.914 1.312
H 3.509 3.224 0.638
H 4.619 2.098 -0.187
Br 1.383 -3.461 4.061
C 0.540 -1.928 4.784
C 0.326 -1.738 6.151
C -0.185 -0.543 6.655
Br -0.340 -0.329 8.536
C -0.567 0.533 5.788
C -1.024 1.809 6.190
C -1.245 2.787 5.235
C -1.052 2.509 3.878
N -0.651 1.295 3.449
C -0.416 0.315 4.385
C 0.138 -0.926 3.890
O 0.328 -1.066 2.600
H 0.585 -2.545 6.831
H -1.181 2.021 7.243
H -1.562 3.788 5.502
H -1.220 3.271 3.102

=====

# 3
95
Properties=species:S:1:pos:R:3 method="wB97M-V/def2-TZVPD" e_tot_ha=-8043.0038 molar_mass_g_mol=983.0 multiplicity=2 fmax_ev_per_a=3.94 total_charge=+1 s_squared=0.77 e_homo_ha="-0.418 / -0.418" e_lumo_ev="-4.029 / -8.159"
C 15.355 9.091 -16.353
C 15.512 9.317 -17.844
O 16.647 9.453 -18.315
N 14.445 9.279 -18.612
C 14.410 9.666 -20.069
H 14.336 8.981 -15.982
H 15.757 9.967 -15.844
H 15.990 8.277 -16.004
H 13.488 9.192 -18.300
H 14.050 8.755 -20.547
H 15.393 9.863 -20.497
H 13.843 10.549 -20.364
C 7.760 3.396 -12.637
C 7.655 2.157 -11.781
O 6.975 2.166 -10.781
N 8.518 1.181 -12.089
C 8.600 0.043 -11.188
H 8.376 4.154 -12.153
H 6.758 3.820 -12.694
H 8.157 3.309 -13.649
H 8.989 1.162 -12.983
H 8.405 -0.865 -11.757
H 7.965 0.091 -10.304
H 9.597 -0.122 -10.777
C 11.334 1.054 -16.244
C 11.028 1.582 -14.858
O 9.819 1.782 -14.709
N 11.948 1.706 -13.881
C 11.681 1.984 -12.446
H 12.283 1.452 -16.602
H 10.633 1.379 -17.013
H 11.516 -0.014 -16.366
H 12.775 1.158 -14.072
H 11.690 0.992 -11.993
H 10.691 2.431 -12.356
H 12.381 2.622 -11.906
C 8.478 11.963 -12.446
C 8.874 10.640 -13.117
O 9.812 10.611 -13.847
N 7.940 9.681 -12.959
C 8.029 8.289 -13.503
H 7.389 11.993 -12.413
H 8.930 12.714 -13.094
H 8.899 12.009 -11.441
H 7.145 9.903 -12.377
H 7.491 8.215 -14.448
H 7.644 7.596 -12.755
H 9.041 7.984 -13.771
C 12.841 12.387 -12.868
Cl 13.881 13.783 -13.012
Cl 13.807 10.876 -12.987
H 12.347 12.388 -11.897
H 12.073 12.437 -13.641
C 12.411 4.970 -9.368
Cl 10.706 4.981 -9.950
Cl 12.671 6.159 -8.105
H 12.616 3.955 -9.025
H 13.096 5.130 -10.199
C 16.297 9.100 -10.881
Cl 17.535 10.364 -10.509
Cl 16.644 8.444 -12.480
H 16.255 8.338 -10.103
H 15.312 9.562 -10.951
C 8.165 4.265 -16.714
Cl 9.889 4.309 -16.888
Cl 7.536 5.634 -15.664
H 7.675 4.363 -17.683
H 7.912 3.376 -16.137
C 10.735 9.769 -8.907
Cl 9.851 9.105 -10.292
Cl 12.317 10.349 -9.435
H 10.222 10.637 -8.493
H 10.973 8.965 -8.211
C 17.455 4.360 -13.820
Cl 18.863 5.431 -13.646
Cl 17.792 2.725 -13.200
H 16.637 4.843 -13.285
H 17.081 4.318 -14.843
C 13.179 6.070 -18.019
Cl 13.963 4.488 -17.563
Cl 12.495 5.999 -19.658
H 12.432 6.337 -17.272
H 13.970 6.819 -17.987
F 15.213 6.418 -14.570
C 13.915 6.375 -14.177
C 13.078 5.268 -14.435
C 11.783 5.215 -13.914
C 11.351 6.301 -13.084
C 12.134 7.438 -12.927
C 13.390 7.459 -13.450
H 13.451 4.471 -15.060
H 11.077 4.450 -14.202
H 10.363 6.151 -12.675
H 11.755 8.329 -12.449
H 13.996 8.338 -13.284

=====

# 4
81
Properties=species:S:1:pos:R:3 method="wB97M-V/def2-TZVPD" e_tot_ha=-1988.9113 molar_mass_g_mol=509.7 multiplicity=1 fmax_ev_per_a=1.23 total_charge=+1 e_homo_ha=-0.424 e_lumo_ev=-2.260
C 1.309 -0.361 2.418
C 1.027 -0.934 1.015
N 0.010 -0.168 0.301
C 0.002 1.207 0.102
O 0.984 2.023 0.513
C 2.278 1.788 -0.079
C 2.283 1.567 -1.580
C 1.825 2.760 -2.398
O 3.629 1.202 -1.858
C -1.180 1.547 -0.519
C -1.736 2.883 -0.893
C -1.367 4.004 0.098
C -0.270 4.910 -0.409
F -0.145 5.980 0.457
N -1.830 0.327 -0.760
C -3.122 0.256 -1.463
C -3.222 -0.845 -2.516
C -4.218 -0.488 -3.635
S -5.732 0.354 -3.096
C -1.102 -0.672 -0.261
C -1.380 -2.133 -0.267
C -0.390 -2.889 -1.197
C -1.092 -3.834 -2.144
F -0.144 -4.368 -3.002
H 2.346 -0.054 2.482
H 0.648 0.473 2.620
H 1.141 -1.120 3.172
H 1.928 -1.020 0.423
H 0.672 -1.949 1.128
H 2.880 2.663 0.144
H 2.757 0.942 0.402
H 1.689 0.699 -1.876
H 0.747 2.783 -2.528
H 2.188 3.699 -1.986
H 2.241 2.661 -3.399
H 4.090 1.887 -2.347
H -2.817 2.786 -0.858
H -1.474 3.136 -1.920
H -1.048 3.572 1.040
H -2.244 4.625 0.255
H -0.487 5.290 -1.407
H 0.692 4.401 -0.437
H -3.232 1.198 -1.981
H -3.921 0.191 -0.733
H -2.239 -0.995 -2.958
H -3.578 -1.773 -2.079
H -4.537 -1.416 -4.097
H -3.756 0.134 -4.391
H -6.258 -0.625 -2.347
H -1.257 -2.482 0.753
H -2.409 -2.326 -0.546
H 0.344 -3.412 -0.592
H 0.160 -2.170 -1.802
H -1.800 -3.290 -2.763
H -1.572 -4.658 -1.623
C -2.954 1.470 5.166
C -1.552 1.737 4.624
C -0.711 0.798 5.480
O -1.543 -0.321 5.785
C -2.898 -0.027 5.439
H -3.753 1.743 4.478
H -3.105 2.020 6.097
H -1.496 1.443 3.570
H -1.237 2.776 4.705
H -0.408 1.279 6.415
H 0.186 0.444 4.971
H -3.166 -0.603 4.545
H -3.550 -0.338 6.255
C 4.620 -3.898 -1.939
C 5.441 -2.725 -1.406
C 4.357 -1.826 -0.833
O 3.304 -2.699 -0.382
C 3.531 -4.024 -0.883
H 5.193 -4.815 -2.059
H 4.181 -3.641 -2.906
H 6.111 -3.065 -0.614
H 6.039 -2.227 -2.167
H 3.947 -1.159 -1.591
H 4.704 -1.222 0.008
H 3.854 -4.661 -0.054
H 2.596 -4.420 -1.282

=====

# 5
80
Properties=species:S:1:pos:R:3 method="wB97M-V/def2-TZVPD" e_tot_ha=-1375.4119 molar_mass_g_mol=447.5 multiplicity=1 fmax_ev_per_a=3.20 total_charge=+1 e_homo_ha=-0.344 e_lumo_ev=-3.142
C 5.969 -2.107 0.593
C 6.154 -0.553 0.425
N 4.878 0.218 0.393
C 4.724 1.029 -0.820
C 4.894 2.577 -0.469
B 6.292 2.917 0.268
C 6.217 3.430 1.803
O 7.539 2.828 -0.365
N 4.799 3.288 -1.789
C 3.315 3.446 -2.086
O 3.210 4.305 -3.228
C 2.795 2.004 -2.420
N 1.363 1.926 -2.769
C 0.590 2.729 -2.111
C -0.255 3.777 -2.932
C 0.430 2.801 -0.554
C 3.192 0.893 -1.307
C 2.938 -0.559 -1.923
C 1.557 -1.061 -1.370
C 1.331 -1.226 0.080
C 0.039 -1.649 0.589
C -1.063 -1.920 -0.342
C -2.442 -2.327 0.292
C -0.833 -1.799 -1.773
C 0.472 -1.371 -2.299
H 5.845 -2.604 -0.401
H 5.150 -2.324 1.323
H 6.919 -2.513 1.036
H 6.713 -0.194 1.343
H 6.834 -0.334 -0.442
H 4.129 -0.469 0.488
H 5.412 0.736 -1.662
H 4.070 2.810 0.250
H 5.536 2.722 2.357
H 5.689 4.428 1.796
H 7.229 3.496 2.269
H 8.168 2.407 0.247
H 5.193 2.659 -2.502
H 5.277 4.200 -1.752
H 2.874 3.919 -1.175
H 3.768 5.079 -3.029
H 3.358 1.680 -3.350
H 0.023 3.709 -4.008
H -0.084 4.808 -2.504
H -1.364 3.597 -2.805
H 1.413 2.887 -0.007
H -0.144 3.728 -0.259
H -0.186 1.937 -0.191
H 2.546 1.063 -0.412
H 2.839 -0.510 -3.043
H 3.784 -1.259 -1.687
H 2.175 -1.014 0.785
H -0.095 -1.740 1.690
H -2.711 -3.389 0.072
H -3.219 -1.603 -0.079
H -2.369 -2.145 1.402
H -1.662 -2.023 -2.492
H 0.579 -1.301 -3.409
C -5.899 -4.384 1.146
C -6.232 -3.324 2.188
N -6.804 -2.112 1.622
C -6.849 -1.001 2.564
C -7.739 -1.146 3.798
C -7.996 -2.287 0.803
C -9.209 -2.965 1.443
H -5.251 -3.978 0.365
H -5.372 -5.216 1.619
H -6.796 -4.792 0.676
H -5.296 -3.066 2.694
H -6.887 -3.770 2.950
H -7.134 -0.089 2.028
H -5.825 -0.811 2.907
H -8.796 -1.055 3.549
H -7.512 -0.348 4.510
H -7.581 -2.094 4.314
H -7.717 -2.863 -0.086
H -8.304 -1.315 0.405
H -8.941 -3.862 2.004
H -9.909 -3.272 0.661
H -9.751 -2.290 2.104